{"formula": "C15H22AlN2OP", "method": "ωB97M-V with the def2-TZVPD basis set", "elements": ["C", "C", "C", "C", "C", "Al", "P", "H", "H", "H", "H", "H", "H", "H", "H", "C", "C", "N", "C", "C", "C", "O", "C", "C", "C", "C", "N", "C", "H", "H", "H", "H", "H", "H", "H", "H", "H", "H", "H", "H", "H", "H"], "coordinates": [[1.0649, 2.9758, -3.3480], [2.3261, 2.7333, -3.9724], [2.1748, 1.5811, -4.7915], [0.8074, 1.1889, -4.7942], [0.1133, 2.0217, -3.8667], [-1.1351, 2.6820, -1.2037], [-2.5286, 4.1755, -0.0561], [0.8383, 3.7818, -2.6435], [3.2403, 3.2977, -3.8028], [2.9748, 1.0871, -5.3485], [-0.9660, 1.9799, -3.6353], [0.3523, 0.3798, -5.3601], [-3.6998, 4.5250, -0.8273], [-1.9152, 5.4599, 0.1858], [-3.0641, 3.7695, 1.2208], [-1.8193, -4.3668, 1.2847], [-0.5065, -3.9483, 1.9122], [-0.1659, -2.5203, 1.7643], [-0.6944, -1.6312, 2.8183], [-0.0294, -1.8859, 4.1640], [0.0923, -2.0728, 0.4852], [0.0238, -2.8151, -0.4935], [0.5536, -0.6323, 0.3605], [1.6354, -0.1461, 1.1110], [2.0336, 1.1772, 0.9128], [1.2559, 2.0222, 0.1307], [0.0981, 1.5551, -0.4313], [-0.1411, 0.1914, -0.4964], [-2.6424, -3.7432, 1.6497], [-2.0232, -5.4122, 1.5441], [-1.7531, -4.2727, 0.1961], [-0.5030, -4.1385, 2.9878], [0.3104, -4.5141, 1.4466], [-0.5518, -0.5890, 2.5081], [-1.7800, -1.8116, 2.9002], [1.0579, -1.7939, 4.0641], [-0.3614, -1.1263, 4.8791], [-0.2848, -2.8758, 4.5620], [2.1629, -0.8146, 1.7864], [2.9126, 1.5869, 1.3949], [1.4791, 3.0680, -0.0338], [-0.9428, -0.1291, -1.1646]], "mulliken_charge": [-0.0834, -0.9847, -0.1311, -0.9449, -0.0116, -0.1124, -0.0917, 0.3729, 0.3691, 0.4089, 0.2628, 0.3645, 0.1646, 0.1253, 0.0956, -1.0591, -0.5561, 0.2819, -0.4805, -1.0948, 0.2742, -0.6290, -0.1539, -0.1271, -0.7850, -0.4043, 0.1955, -0.3499, 0.2694, 0.3707, 0.3033, 0.2957, 0.3260, 0.3331, 0.2852, 0.2155, 0.3995, 0.3467, 0.4813, 0.4049, 0.4915, 0.5614], "homo_lumo_gap_ev": [5.7, 3.0], "relative_energy_kcal_mol": 0.0}